Entry 1:
{
  "formula": "C30H81N3O15",
  "method": "ωB97M-V/def2-TZVPD",
  "largest_force_ha_per_bohr": 0.20268,
  "relative_energy_kcal_mol": 203.7,
  "orbital_gap_ha": 0.3197,
  "lumo_ev": 0.03,
  "smiles": "COCCNCCOC.COCCNCCOC.COCCNCCOC.OCCO.OCCO.OCCO.CCO.CCO.CCO",
  "e_homo_ev": -8.6652,
  "e_tot_ev": -67590.0456,
  "symbols": ["H", "O", "O", "H", "C", "H", "C", "O", "C", "C", "O", "H", "C", "H", "H", "O", "H", "H", "H", "O", "H", "H", "H", "C", "H", "H", "H", "C", "H", "H", "C", "H", "H", "O", "H", "H", "H", "C", "H", "H", "O", "H", "H", "C", "H", "H", "H", "H", "H", "N", "C", "C", "H", "N", "C", "H", "H", "H", "H", "H", "H", "H", "H", "H", "O", "C", "C", "H", "H", "H", "C", "H", "C", "H", "H", "C", "H", "H", "H", "H", "H", "O", "H", "C", "C", "H", "H", "H", "H", "N", "H", "H", "H", "H", "C", "H", "O", "C", "H", "H", "O", "C", "C", "H", "H", "H", "H", "H", "H", "H", "C", "H", "O", "H", "H", "H", "H", "H", "H", "C", "O", "C", "H", "C", "H", "C", "H", "C", "O"],
  "coordinates": [[19.44, 13.77, 15.99], [24.72, 11.96, 14.96], [20.12, 10.55, 21.48], [24.66, 6.44, 19.83], [20.53, 14.87, 14.59], [22.67, 11.81, 16.65], [20.60, 7.73, 17.04], [25.54, 10.19, 16.86], [18.24, 14.45, 19.65], [25.25, 7.36, 19.59], [28.36, 8.55, 15.37], [21.88, 16.86, 17.72], [25.74, 14.13, 14.90], [23.13, 10.75, 21.11], [26.66, 13.66, 15.01], [25.54, 15.29, 15.62], [20.19, 14.34, 18.75], [21.50, 12.28, 20.95], [21.29, 16.92, 13.51], [21.31, 13.01, 15.62], [23.51, 6.92, 24.00], [19.64, 18.86, 15.00], [20.94, 14.75, 16.60], [23.28, 7.47, 23.03], [23.03, 8.46, 16.66], [22.85, 14.98, 18.53], [18.44, 10.63, 22.74], [22.89, 11.36, 20.24], [20.17, 15.99, 22.00], [16.03, 9.10, 17.69], [26.28, 9.35, 16.03], [18.65, 10.17, 19.45], [23.28, 17.71, 17.45], [22.89, 16.34, 16.00], [19.03, 16.30, 15.26], [22.87, 9.95, 17.60], [21.21, 18.39, 15.58], [20.51, 14.06, 15.89], [24.14, 12.59, 18.95], [23.85, 13.83, 15.53], [19.88, 16.17, 19.77], [21.53, 16.14, 20.95], [28.00, 9.14, 17.33], [16.47, 9.35, 18.66], [18.68, 5.03, 18.20], [18.70, 11.86, 24.72], [21.51, 14.90, 14.15], [26.10, 9.49, 14.94], [24.25, 7.94, 22.76], [20.03, 16.22, 15.00], [19.57, 10.74, 22.83], [24.16, 11.69, 19.61], [25.08, 13.22, 16.61], [17.89, 13.24, 18.90], [22.86, 16.72, 17.37], [18.61, 8.39, 17.22], [19.46, 12.08, 18.18], [22.00, 16.33, 15.56], [19.87, 9.69, 21.16], [17.08, 12.97, 19.48], [20.89, 7.64, 15.96], [25.39, 7.85, 20.59], [22.97, 8.84, 19.67], [26.14, 7.04, 19.24], [22.69, 6.60, 22.04], [18.71, 12.10, 19.03], [18.91, 5.38, 17.18], [24.66, 15.44, 15.92], [25.29, 9.82, 17.67], [15.71, 9.15, 19.43], [21.73, 12.32, 16.72], [22.78, 7.33, 18.80], [21.59, 20.53, 14.81], [20.99, 11.59, 16.83], [18.20, 4.71, 16.67], [23.37, 15.87, 18.40], [24.91, 11.90, 20.27], [25.01, 11.36, 15.65], [22.24, 10.85, 19.55], [20.81, 12.55, 23.14], [19.22, 7.45, 18.49], [17.16, 10.49, 18.35], [19.99, 5.06, 16.98], [19.80, 12.17, 23.20], [20.63, 18.55, 14.72], [28.36, 7.67, 15.71], [21.59, 8.18, 23.71], [19.88, 14.33, 13.86], [25.86, 8.36, 16.28], [21.11, 8.97, 17.69], [19.10, 15.47, 17.96], [20.69, 14.65, 21.09], [22.29, 20.42, 15.68], [19.35, 12.42, 19.87], [19.14, 7.57, 17.40], [21.74, 12.87, 17.65], [24.70, 8.17, 18.57], [24.77, 13.26, 15.56], [17.46, 15.22, 19.64], [21.05, 6.76, 17.46], [21.08, 19.50, 14.08], [20.51, 15.77, 20.97], [17.91, 10.84, 19.25], [24.44, 15.62, 18.17], [19.90, 10.03, 23.53], [18.49, 14.15, 20.67], [23.14, 16.32, 19.40], [25.53, 14.21, 13.81], [17.34, 10.94, 20.17], [19.32, 12.94, 22.53], [22.58, 8.95, 17.58], [20.79, 21.15, 15.31], [22.35, 12.56, 20.62], [22.81, 9.40, 23.85], [24.54, 10.81, 19.05], [21.92, 21.24, 14.19], [21.04, 9.03, 18.70], [17.18, 8.56, 18.73], [19.69, 17.50, 13.34], [22.46, 8.61, 23.21], [18.44, 6.66, 16.90], [20.44, 17.26, 14.08], [22.74, 5.76, 22.51], [27.65, 9.40, 16.35], [27.96, 10.41, 16.16], [19.41, 15.11, 18.94], [22.24, 9.13, 22.23], [23.30, 8.28, 18.75], [19.42, 12.51, 24.49]]
}

---

Entry 2:
{
  "formula": "C30H82N4O11",
  "method": "ωB97M-V/def2-TZVPD",
  "largest_force_ha_per_bohr": 0.24328,
  "relative_energy_kcal_mol": 697.7,
  "orbital_gap_ha": 0.3045,
  "lumo_ev": 0.37,
  "e_homo_ev": -7.9107,
  "e_tot_ev": -60885.8726,
  "symbols": ["H", "O", "O", "C", "H", "H", "H", "H", "N", "H", "H", "H", "C", "H", "H", "H", "H", "O", "H", "H", "H", "C", "C", "H", "C", "H", "H", "H", "H", "N", "H", "O", "H", "H", "O", "H", "H", "C", "H", "C", "H", "H", "C", "H", "H", "H", "C", "H", "H", "H", "O", "C", "C", "O", "C", "H", "C", "H", "H", "H", "H", "C", "C", "C", "H", "H", "H", "N", "H", "H", "H", "H", "H", "H", "C", "C", "C", "H", "H", "C", "C", "N", "H", "H", "C", "C", "H", "H", "H", "H", "H", "H", "O", "H", "H", "C", "O", "C", "C", "H", "H", "H", "H", "H", "H", "H", "H", "H", "O", "C", "H", "H", "H", "H", "H", "H", "C", "H", "H", "H", "C", "H", "H", "O", "C", "H", "H"],
  "coordinates": [[8.02, 3.69, 14.98], [6.38, -6.00, 13.77], [6.48, 0.81, 15.76], [5.42, -0.27, 13.92], [8.68, -2.28, 15.23], [10.68, 3.78, 5.48], [10.85, 2.27, 12.67], [9.08, 3.30, 7.16], [4.68, -3.55, 11.43], [10.66, 2.73, 4.08], [3.41, -0.06, 14.09], [6.51, 2.41, 8.34], [8.03, -0.81, 10.10], [7.36, 3.83, 11.64], [9.02, -3.72, 13.81], [7.45, -1.79, 11.87], [9.34, 3.81, 4.23], [8.89, 3.90, 13.08], [6.24, 0.19, 10.87], [8.55, 0.92, 11.49], [7.72, 3.14, 6.04], [13.02, -2.08, 13.50], [10.14, -1.43, 7.57], [4.91, -1.32, 9.66], [6.01, 2.21, 12.06], [12.60, -2.75, 8.96], [4.06, -4.80, 12.91], [8.09, -3.38, 11.40], [8.99, 0.96, 7.87], [4.23, 0.51, 13.91], [11.94, -1.18, 10.58], [11.98, -1.67, 12.63], [6.84, 1.52, 12.20], [6.29, 0.90, 6.37], [11.30, -0.78, 7.90], [13.56, -2.94, 13.11], [9.42, -1.08, 11.60], [9.57, -0.80, 6.31], [9.39, -1.40, 8.36], [8.12, 1.48, 7.46], [4.69, -2.83, 8.81], [6.75, 1.37, 13.84], [10.13, -0.28, 11.80], [10.44, -2.46, 7.37], [9.57, 0.29, 6.31], [5.27, -3.67, 13.45], [7.32, 0.27, 10.89], [7.79, -7.01, 14.82], [6.66, -3.47, 10.56], [8.50, -1.02, 6.22], [9.36, 2.17, 5.42], [5.81, -2.85, 10.83], [5.00, -4.33, 12.63], [5.51, 4.64, 11.88], [9.24, 3.40, 11.81], [13.66, -1.21, 13.66], [5.61, -0.95, 12.57], [10.66, 2.02, 10.95], [10.13, -1.03, 5.41], [7.49, -0.17, 14.27], [6.92, -5.14, 12.01], [10.02, 3.21, 4.82], [11.06, -0.68, 12.99], [7.20, 0.49, 6.81], [5.70, 2.19, 11.02], [7.62, -1.77, 10.43], [10.59, -3.92, 10.83], [7.43, 2.05, 8.58], [6.58, -1.45, 12.56], [5.28, -1.10, 14.60], [6.11, -2.00, 11.45], [9.09, -1.01, 10.27], [8.26, -6.75, 13.15], [12.24, -3.49, 11.24], [11.22, -3.10, 11.17], [7.42, -7.02, 13.80], [8.20, -2.55, 12.10], [7.93, -0.69, 9.02], [7.44, 1.57, 17.40], [6.48, 3.66, 12.25], [11.23, -1.91, 10.19], [9.35, 0.89, 12.11], [5.82, -0.30, 7.84], [5.70, -0.21, 11.77], [7.57, 1.48, 16.32], [8.30, 3.08, 14.12], [4.97, 4.88, 12.64], [8.50, 0.93, 16.20], [12.70, -2.47, 14.46], [9.80, 4.19, 11.30], [7.48, 0.18, 11.97], [3.98, -2.83, 11.53], [8.37, -1.90, 14.40], [10.87, -2.81, 12.16], [7.75, 0.17, 5.93], [10.11, 2.12, 11.88], [11.69, -2.44, 8.91], [6.16, -1.28, 7.50], [6.60, 0.45, 14.40], [8.35, 3.21, 11.21], [4.36, 1.12, 14.69], [10.24, -1.46, 10.04], [7.28, -3.43, 13.93], [7.50, 1.68, 9.58], [7.07, -8.03, 13.57], [4.82, -1.66, 12.33], [5.15, 2.03, 12.70], [7.91, 2.74, 9.13], [7.80, 1.52, 10.47], [5.36, -2.29, 9.47], [8.89, 2.21, 14.39], [10.74, -0.25, 10.90], [6.82, -0.35, 7.39], [7.67, 2.49, 15.92], [5.37, -1.71, 6.89], [5.68, -6.34, 11.86], [8.22, -3.01, 13.59], [10.41, -1.04, 13.79], [6.71, 3.85, 13.30], [7.39, 2.63, 13.71], [8.58, 2.62, 6.48], [11.61, 0.22, 13.28], [7.03, -0.96, 6.92], [6.50, -2.11, 8.65], [6.00, -5.51, 12.48], [11.80, -1.29, 8.54], [9.16, -2.16, 11.78]]
}

---

Entry 3:
{
  "formula": "C30H83N3O10",
  "method": "ωB97M-V/def2-TZVPD",
  "largest_force_ha_per_bohr": 0.05914,
  "relative_energy_kcal_mol": 39.9,
  "orbital_gap_ha": 0.3607,
  "lumo_ev": 0.66,
  "smiles": "COC[C@H](C)N.COC[C@H](C)N.COC[C@H](C)N.CC(C)O.CC(C)O.CC(C)O.CC(C)O.CCO.CCO.CCO",
  "e_homo_ev": -9.1528,
  "e_tot_ev": -57397.1613,
  "symbols": ["H", "H", "C", "C", "O", "H", "H", "H", "H", "H", "H", "H", "H", "H", "H", "H", "C", "H", "O", "H", "O", "H", "C", "C", "H", "H", "C", "C", "H", "C", "H", "C", "C", "O", "H", "C", "C", "H", "H", "H", "H", "O", "H", "H", "C", "H", "C", "O", "H", "H", "H", "H", "N", "H", "H", "H", "H", "H", "H", "C", "C", "C", "H", "H", "O", "C", "H", "H", "H", "H", "H", "H", "H", "O", "H", "C", "H", "H", "H", "H", "C", "H", "H", "H", "C", "H", "H", "N", "C", "H", "H", "H", "H", "H", "O", "H", "C", "H", "C", "O", "C", "H", "C", "H", "N", "C", "H", "H", "H", "H", "H", "H", "C", "H", "H", "H", "H", "H", "H", "H", "C", "H", "H", "H", "H", "C"],
  "coordinates": [[-9.44, -25.42, -3.63], [-6.87, -24.53, -7.08], [-5.36, -17.77, -0.79], [-7.74, -23.98, -12.17], [-4.29, -21.11, -12.24], [-6.74, -24.21, -12.52], [-5.12, -19.31, -15.57], [-3.48, -20.01, -15.43], [-4.88, -25.34, -3.69], [-4.85, -20.77, -14.69], [-9.42, -20.28, -3.65], [-5.78, -16.96, -8.60], [-6.12, -14.90, -11.88], [-4.64, -21.58, -10.25], [-9.39, -19.94, -5.32], [-9.72, -17.37, -9.42], [-6.00, -16.21, -9.40], [-2.99, -21.50, -10.67], [-4.11, -20.32, -5.46], [-9.59, -21.59, -4.73], [-4.75, -23.01, -4.53], [-6.37, -20.43, -0.55], [-7.38, -23.57, -7.10], [-4.30, -25.37, -4.63], [-5.02, -17.17, -1.69], [-2.49, -20.20, -12.88], [-3.74, -23.93, -4.87], [-8.47, -15.57, -6.13], [-8.44, -25.94, -0.71], [-4.40, -19.79, -14.93], [-2.52, -17.92, -13.68], [-9.31, -18.74, -0.10], [-6.96, -19.52, -0.40], [-6.58, -18.37, -1.14], [-2.86, -23.40, -3.06], [-9.05, -20.69, -4.57], [-4.22, -19.05, -13.64], [-6.05, -17.74, -10.85], [-9.15, -16.03, -6.87], [-8.45, -23.69, -7.08], [-10.39, -18.83, -0.29], [-4.28, -16.71, -10.97], [-3.44, -23.85, -6.00], [-2.10, -22.53, -4.45], [-9.09, -24.50, -3.13], [-3.91, -22.78, -11.26], [-7.19, -21.43, -5.94], [-9.47, -17.91, -10.22], [-4.14, -20.13, -8.10], [-7.89, -18.47, -9.16], [-4.59, -18.54, -0.80], [-9.02, -17.69, -0.32], [-8.83, -21.14, -0.28], [-9.27, -21.08, 0.65], [-5.27, -18.86, -13.22], [-6.18, -16.45, -12.77], [-5.03, -25.56, -5.37], [-3.76, -21.19, -5.14], [-2.94, -17.51, -6.99], [-3.15, -20.30, -7.70], [-3.99, -21.75, -11.03], [-8.61, -18.98, -9.79], [-10.60, -24.46, -1.66], [-3.75, -17.09, -14.32], [-6.85, -21.95, -11.12], [-3.12, -19.66, -6.31], [-7.02, -15.40, -3.69], [-9.56, -21.44, -0.93], [-5.29, -17.11, 0.14], [-7.22, -21.75, -3.97], [-3.52, -19.29, -11.66], [-9.70, -19.55, -7.88], [-8.93, -14.82, -5.54], [-7.07, -22.90, -5.88], [-5.87, -15.76, -4.97], [-2.53, -23.52, -4.10], [-6.16, -21.09, -6.14], [-7.00, -19.48, -3.27], [-2.39, -19.89, -8.39], [-6.96, -18.41, -5.59], [-3.55, -19.92, -12.55], [-5.80, -19.79, -4.35], [-7.45, -15.87, -11.73], [-9.06, -23.82, -0.98], [-9.54, -24.59, -1.68], [-5.33, -15.37, -9.21], [-6.82, -19.35, 0.71], [-6.82, -19.73, -4.22], [-5.70, -16.77, -10.77], [-7.93, -21.18, -6.67], [-6.99, -23.01, -7.96], [-7.64, -15.15, -6.79], [-3.71, -17.65, -5.39], [-8.72, -20.79, -8.72], [-7.36, -17.69, -6.21], [-7.99, -24.49, -3.37], [-6.70, -16.17, -4.43], [-8.36, -19.42, -10.73], [-7.57, -20.92, -4.58], [-9.30, -25.91, -1.11], [-6.40, -15.92, -11.86], [-1.73, -24.27, -4.17], [-9.42, -19.94, -8.92], [-9.10, -18.82, 1.00], [-3.48, -17.82, -13.70], [-8.42, -19.80, -0.75], [-7.72, -24.50, -11.18], [-10.35, -20.21, -9.42], [-6.17, -21.57, -11.71], [-2.15, -19.60, -5.82], [-7.88, -22.02, -12.95], [-7.05, -15.94, -9.18], [-3.56, -18.20, -6.35], [-2.94, -21.39, -7.68], [-8.50, -24.42, -12.78], [-9.46, -23.55, -3.50], [-8.63, -17.12, -4.64], [-3.58, -26.13, -4.53], [-8.84, -22.18, -11.38], [-5.53, -23.08, -5.13], [-7.93, -22.44, -11.93], [-8.53, -19.80, -1.84], [-4.62, -18.27, -6.73], [-4.10, -16.93, -11.93], [-6.17, -16.94, -3.81], [-7.84, -16.69, -5.32]]
}